(1)
This record from the Open Molecules 2025 dataset describes 9 unconnected molecules or ions with the total composition C34H68Cl2O16 at a distorted geometry. The level of theory is the ωB97M-V functional and the def2-TZVPD basis.

```
120
Properties=species:S:1:pos:R:3:lowdin_charge:R:1
C -4.243 -2.586 5.208 -0.0656
C -5.760 -3.009 5.094 -0.2196
O -6.280 -2.976 3.765 -0.0313
C -6.034 -4.075 3.012 -0.5479
C -6.698 -3.904 1.668 0.0150
O -5.294 -4.968 3.291 0.1159
H -3.957 -1.846 4.404 0.0910
H -3.642 -3.458 4.974 0.0505
H -3.982 -2.319 6.259 0.0847
H -5.890 -4.029 5.569 0.1306
H -6.411 -2.335 5.717 0.1236
H -6.160 -4.509 0.906 0.0971
H -6.767 -2.824 1.435 0.0905
H -7.725 -4.266 1.675 0.0814
C 0.216 -0.570 -4.240 -0.0398
C -1.226 -0.152 -3.987 -0.2462
O -2.098 -1.253 -4.286 -0.0257
C -2.069 -2.201 -3.289 -0.4923
C -3.048 -3.323 -3.473 0.0301
O -1.434 -2.001 -2.263 0.0771
H 0.289 -1.566 -3.923 0.0499
H 0.907 -0.053 -3.528 0.0824
H 0.569 -0.353 -5.332 0.1147
H -1.356 0.238 -2.989 0.0923
H -1.530 0.597 -4.667 0.0953
H -2.583 -3.845 -4.324 0.0969
H -4.047 -3.044 -3.720 0.0694
H -3.050 -4.076 -2.660 0.1028
C 9.244 -2.252 -0.435 -0.0498
C 8.462 -3.233 0.462 -0.2016
O 7.215 -2.594 0.799 -0.0190
C 6.114 -3.151 0.233 -0.5270
C 4.898 -2.424 0.664 0.0183
O 6.165 -4.020 -0.606 0.0969
H 10.088 -2.806 -0.838 0.0739
H 9.582 -1.379 0.153 0.0887
H 8.673 -2.072 -1.296 0.0519
H 8.398 -4.143 -0.044 0.0932
H 8.980 -3.368 1.385 0.1115
H 5.142 -1.709 1.435 0.0849
H 4.169 -3.146 1.036 0.0951
H 4.462 -1.987 -0.242 0.0728
C -3.087 -0.300 0.718 -0.0453
C -3.179 0.898 -0.237 -0.2274
O -3.779 0.372 -1.380 -0.0253
C -4.709 1.035 -2.050 -0.5537
C -5.026 0.250 -3.300 0.0289
O -5.242 2.044 -1.715 0.1192
H -4.129 -0.585 1.062 0.0976
H -2.369 0.025 1.545 0.0812
H -2.665 -1.139 0.213 0.0490
H -3.839 1.642 0.223 0.1222
H -2.165 1.284 -0.467 0.1110
H -5.664 0.867 -3.962 0.0962
H -5.486 -0.731 -3.225 0.0828
H -4.103 0.007 -3.830 0.0629
C 5.700 -1.881 -4.688 -0.0422
C 5.179 -0.424 -4.583 -0.1492
O 5.640 0.019 -3.275 -0.0199
C 4.814 -0.073 -2.225 -0.5720
C 5.358 0.573 -1.002 0.0249
O 3.707 -0.512 -2.314 0.0953
H 5.268 -2.557 -5.453 0.0859
H 5.560 -2.311 -3.746 0.0416
H 6.796 -2.017 -4.789 0.0849
H 5.639 0.212 -5.252 0.0903
H 4.115 -0.282 -4.613 0.1074
H 6.441 0.433 -0.847 0.1035
H 4.844 0.148 -0.153 0.0658
H 5.176 1.639 -1.111 0.0865
C -2.543 5.231 -0.957 -0.0924
C -3.250 5.886 0.196 -0.1984
O -2.958 5.257 1.499 -0.0307
C -1.809 5.752 2.058 -0.5508
C -1.655 5.284 3.490 0.0186
O -1.072 6.538 1.561 0.1068
H -2.952 5.698 -1.865 0.0871
H -2.541 4.148 -1.068 0.0694
H -1.506 5.515 -0.978 0.0614
H -2.820 6.924 0.297 0.1292
H -4.375 5.753 0.017 0.1456
H -0.769 5.721 3.941 0.0839
H -1.698 4.199 3.505 0.0775
H -2.537 5.660 4.045 0.0974
C -0.073 2.979 -5.155 -0.0465
C -0.306 2.967 -3.641 -0.1898
O 0.970 2.846 -2.966 -0.0337
C 1.057 2.221 -1.761 -0.4880
C 2.448 2.419 -1.153 0.0445
O 0.109 1.664 -1.257 0.0731
H -1.103 3.108 -5.615 0.1042
H 0.344 1.990 -5.464 0.0703
H 0.614 3.759 -5.451 0.0703
H -0.641 3.875 -3.195 0.1159
H -0.790 2.070 -3.334 0.0640
H 2.714 1.436 -0.805 0.0577
H 2.254 3.029 -0.255 0.1096
H 3.142 2.846 -1.819 0.0710
C 0.363 1.798 5.685 -0.0690
C -0.823 0.987 6.154 -0.2007
O -0.511 -0.437 5.922 -0.0130
C -0.958 -0.900 4.776 -0.5811
C -0.659 -2.355 4.588 0.0084
O -1.456 -0.151 3.959 0.0398
H -0.030 2.843 5.887 0.0951
H 0.433 1.694 4.593 0.0522
H 1.282 1.520 6.233 0.0923
H -0.863 0.973 7.242 0.1158
H -1.833 1.204 5.789 0.1239
H 0.431 -2.478 4.532 0.0887
H -1.193 -2.732 3.720 0.0748
H -1.000 -2.914 5.459 0.0845
Cl 2.121 -0.116 2.800 0.5019
C 0.779 -0.073 1.524 -0.5720
C 0.990 -1.157 0.508 -0.6326
Cl 0.720 -2.786 1.196 0.5562
H 0.837 0.907 1.067 0.0487
H -0.075 -0.035 2.169 0.0164
H 1.963 -1.188 0.033 0.0454
H 0.148 -1.026 -0.255 0.0825
```

Output
SMILES string: CCOC(C)=O.CCOC(C)=O.CCOC(C)=O.CCOC(C)=O.CCOC(C)=O.CCOC(C)=O.CCOC(C)=O.CCOC(C)=O.ClCCCl
Largest force on an atom in eV Å⁻¹: 3.02
Spin multiplicity: 1
Energy relative to the best compared isomer or geometry (same formula, charge and spin) in kJ/mol: 42.8

=====

(2)
This record from the Open Molecules 2025 dataset describes a molecular structure, C36H49LiN5O3 at a distorted geometry. The level of theory is the ωB97M-V functional and the def2-TZVPD basis.

```
94
Properties=species:S:1:pos:R:3:lowdin_charge:R:1
Li -18.518 4.831 0.994 0.5691
C -21.563 5.247 5.100 -0.0513
C -21.521 6.466 4.150 -0.3500
C -22.684 7.448 4.357 -0.0775
C -20.163 7.190 4.282 -0.1509
C -19.878 7.918 5.414 -0.0582
C -18.646 8.528 5.637 -0.0959
C -17.692 8.488 4.660 -0.0502
C -17.988 7.876 3.444 -0.1355
C -17.050 7.797 2.301 -0.3985
C -15.580 7.907 2.708 -0.0759
C -17.329 8.851 1.239 -0.0481
C -19.216 7.199 3.234 -0.1992
N -19.434 6.528 2.035 0.0475
C -20.439 6.976 1.298 -0.5290
O -21.152 7.958 1.488 0.0077
C -20.710 6.220 -0.016 -0.1835
C -21.703 6.609 -0.913 -0.0066
C -21.944 5.792 -2.022 -0.0427
C -21.178 4.611 -2.197 0.0094
C -20.180 4.339 -1.256 -0.1680
N -20.028 5.115 -0.182 0.0813
C -19.205 3.177 -1.391 -0.5613
O -19.271 2.475 -2.420 -0.0179
N -18.346 3.138 -0.408 0.0666
C -17.299 2.145 -0.516 -0.1599
C -17.235 1.073 0.337 -0.1671
C -16.057 0.266 0.317 -0.0495
C -14.985 0.557 -0.500 -0.1066
C -15.055 1.667 -1.299 -0.0610
C -16.211 2.455 -1.367 -0.1354
C -16.203 3.660 -2.256 -0.3823
C -15.568 3.382 -3.651 -0.0564
C -15.623 4.902 -1.624 -0.0654
C -18.415 0.670 1.171 -0.3543
C -18.872 1.756 2.150 -0.0611
C -19.564 0.135 0.268 -0.0429
H -22.490 4.747 4.911 0.0587
H -21.537 5.495 6.174 0.0828
H -20.737 4.560 4.854 0.0533
H -21.668 6.170 3.072 0.1318
H -22.768 7.828 5.395 0.0709
H -23.619 6.896 4.155 0.0790
H -22.507 8.281 3.697 0.0687
H -20.632 7.931 6.159 0.0906
H -18.496 9.121 6.518 0.0867
H -16.792 8.966 4.833 0.0768
H -17.315 6.837 1.773 0.1125
H -15.327 8.867 3.162 0.0627
H -14.969 7.844 1.762 0.0916
H -15.330 7.182 3.498 0.0756
H -16.953 9.797 1.602 0.0754
H -18.370 8.926 1.043 0.0658
H -16.759 8.596 0.345 0.0786
H -22.243 7.520 -0.754 0.1008
H -22.730 6.068 -2.721 0.0961
H -21.181 4.016 -3.060 0.0872
H -16.006 -0.576 1.016 0.1050
H -14.059 0.118 -0.443 0.0694
H -14.212 1.919 -1.907 0.0975
H -17.201 3.928 -2.515 0.1036
H -14.475 3.298 -3.502 0.0672
H -15.756 4.220 -4.330 0.0750
H -15.975 2.440 -3.987 0.0786
H -14.570 4.774 -1.365 0.0737
H -16.100 5.182 -0.667 0.0676
H -15.790 5.795 -2.301 0.0985
H -18.057 -0.212 1.748 0.1246
H -19.499 2.487 1.620 0.0706
H -18.056 2.336 2.612 0.0563
H -19.550 1.351 2.896 0.0744
H -20.063 0.980 -0.245 0.0759
H -20.285 -0.523 0.830 0.0863
H -19.120 -0.450 -0.506 0.0644
C -15.022 2.123 3.380 -0.0719
N -15.065 3.507 2.929 -0.1358
C -14.575 3.637 1.530 -0.0350
C -16.385 4.075 3.056 -0.4520
O -17.034 4.381 2.035 -0.0595
N -16.866 4.161 4.333 -0.1302
C -16.011 4.117 5.490 -0.0506
C -18.268 4.393 4.504 -0.0555
H -15.382 1.427 2.586 0.0851
H -15.674 1.930 4.217 0.0731
H -14.001 1.839 3.603 0.0843
H -13.569 3.224 1.508 0.0929
H -14.544 4.656 1.319 0.0582
H -15.245 3.088 0.820 0.0818
H -14.942 4.124 5.091 0.1139
H -16.188 3.219 6.065 0.0790
H -16.210 5.024 6.055 0.0877
H -18.766 4.547 3.538 0.0793
H -18.459 5.271 5.118 0.0918
H -18.751 3.525 4.940 0.0895
```

Output
Largest force on an atom in eV Å⁻¹: 2.68
Spin multiplicity: 1
Calculated total energy in Eh: -1908.415838
Total charge: -1

=====

(3)
This record from the Open Molecules 2025 dataset describes a molecular structure, C24H45Cl3HgN3O4Si at a distorted geometry. The level of theory is the ωB97M-V functional and the def2-TZVPD basis.

```
81
Properties=species:S:1:pos:R:3:lowdin_charge:R:1
C 3.979 -3.335 -0.346 -0.0426
C 3.503 -2.006 0.152 -0.2143
H 5.076 -3.347 -0.379 0.0709
H 3.619 -3.537 -1.368 0.0967
H 3.642 -4.157 0.295 0.0672
C 4.223 -0.880 0.019 -0.1115
C 5.554 -0.780 -0.642 -0.1079
H 3.860 0.060 0.445 0.0933
H 5.504 -1.024 -1.719 0.0859
H 6.306 -1.440 -0.176 0.0753
H 5.905 0.258 -0.539 0.0642
Hg -2.695 0.139 -2.223 0.5745
Cl -4.400 0.779 -3.904 -0.2871
C -0.992 3.411 2.040 -0.3146
O -1.189 2.915 0.926 -0.0175
N -0.634 4.704 2.221 -0.1998
C -0.713 5.619 1.094 -0.0408
C -0.469 5.277 3.550 -0.0669
H -1.055 2.837 2.990 0.1469
H -0.487 5.080 0.170 0.0843
H 0.009 6.425 1.258 0.0807
H -1.717 6.063 1.018 0.0973
H -0.143 4.491 4.244 0.0829
H -1.406 5.717 3.926 0.0875
H 0.289 6.068 3.505 0.0820
H -7.119 0.669 -1.181 0.0825
H -7.505 -0.192 0.797 0.0835
C -6.334 -0.010 -1.531 -0.1269
C -7.273 -1.204 0.438 -0.0749
N -6.265 -1.124 -0.611 -0.2128
H -5.375 0.525 -1.568 -0.0188
C -5.321 -2.089 -0.732 -0.3612
O -4.375 -2.068 -1.530 -0.0774
H -6.892 -1.820 1.262 0.0794
H -5.480 -2.932 -0.024 0.1322
H -6.543 -0.351 -2.552 0.0586
H -8.202 -1.659 0.061 0.0824
H 2.610 0.007 -2.802 0.0849
H 3.973 1.787 -1.114 0.0615
C 2.317 0.940 -3.313 -0.0771
C 3.541 2.494 -1.840 -0.0699
N 2.257 2.012 -2.333 -0.1984
H 1.329 0.794 -3.760 -0.0171
C 1.151 2.826 -2.230 -0.3410
O 0.213 2.890 -3.005 0.0153
H 3.397 3.464 -1.342 0.0839
H 1.216 3.461 -1.317 0.1089
H 3.081 1.174 -4.071 0.0821
H 4.252 2.605 -2.675 0.0860
O 1.096 -2.370 -0.106 -0.1678
C 2.131 -2.000 0.823 -0.2773
C 1.466 0.439 0.623 -0.0150
C 1.796 -0.652 1.433 -0.1869
H 1.158 0.271 -0.414 0.1316
C 1.624 1.722 1.153 -0.0859
H 2.177 -2.729 1.651 0.1393
C 1.936 -0.496 2.814 -0.0362
H 1.493 2.578 0.495 0.0773
C 1.936 1.899 2.503 -0.1035
C 2.037 0.787 3.347 -0.0900
H 2.006 -1.400 3.430 0.1130
H 2.061 2.910 2.898 0.0958
H 2.210 0.924 4.415 0.0947
Si 0.128 -3.679 -0.127 0.3754
Cl -0.894 -0.248 -3.670 -0.2030
C -0.881 -3.524 -1.689 -0.1505
C -0.945 -3.624 1.416 -0.1454
C 1.157 -5.248 -0.167 -0.1751
H -1.795 -2.929 -1.545 0.0094
H -1.187 -4.537 -1.992 0.0308
H -0.323 -3.051 -2.514 0.0169
H 1.835 -5.219 -1.032 0.0273
H 0.500 -6.119 -0.286 0.0286
H 1.751 -5.409 0.744 0.0252
H -1.907 -3.138 1.188 0.0300
H -0.474 -3.097 2.258 0.0274
H -1.152 -4.655 1.740 0.0242
Cl -3.638 0.296 0.877 0.4531
C -2.220 0.233 -0.089 -0.8180
H -1.678 1.178 0.053 -0.0628
H -1.625 -0.646 0.183 -0.0351
```

Output
Largest force on an atom in eV Å⁻¹: 2.25
Spin multiplicity: 1
Total charge: -1
Energy relative to the best compared isomer or geometry (same formula, charge and spin) in kJ/mol: 0.0

=====

(4)
This record from the Open Molecules 2025 dataset describes 2 unconnected molecules or ions with the total composition CHClFN at a distorted geometry. The level of theory is the ωB97M-V functional and the def2-TZVPD basis.

```
5
Properties=species:S:1:pos:R:3:lowdin_charge:R:1
C 0.579 -0.106 -0.569 -0.5514
N -1.714 0.013 -0.003 0.0418
F 1.290 1.046 -0.266 -0.1099
Cl 1.393 -1.479 -0.076 0.6854
H -1.548 0.526 0.914 -0.0659
```

Output
Largest force on an atom in eV Å⁻¹: 2.72
Spin multiplicity: 1
Energy relative to the best compared isomer or geometry (same formula, charge and spin) in kJ/mol: 661.9

=====

(5)
This record from the Open Molecules 2025 dataset describes 2 unconnected molecules or ions with the total composition C5H13NO at a distorted geometry. The level of theory is the ωB97M-V functional and the def2-TZVPD basis.

```
20
Properties=species:S:1:pos:R:3:lowdin_charge:R:1
C 1.470 -2.544 1.172 -0.0029
C 0.873 -1.693 1.996 -0.1753
C -0.007 -0.495 1.634 -0.1930
C 0.193 -0.039 0.184 -0.4315
C -0.833 -0.769 -0.712 -0.0706
N 0.062 1.450 0.091 0.0215
H 1.874 -3.471 1.542 0.0474
H 1.542 -2.343 0.112 0.0455
H 0.857 -1.733 3.089 0.0961
H -0.995 -0.631 2.067 0.1121
H 0.393 0.318 2.277 0.1095
H 1.214 -0.234 -0.115 0.1175
H -1.310 -0.188 -1.515 0.0640
H -0.381 -1.618 -1.248 0.0687
H -1.744 -1.157 -0.233 0.0772
H 0.782 1.666 -0.588 0.0588
H -0.875 1.677 -0.218 0.0579
O -1.235 4.045 -3.514 -0.0534
H -0.667 3.287 -3.367 0.0217
H -1.213 4.472 -2.655 0.0286
```

Output
SMILES string: C=CC[C@@H](C)N.O
Largest force on an atom in eV Å⁻¹: 2.94
Spin multiplicity: 1
Energy relative to the best compared isomer or geometry (same formula, charge and spin) in kJ/mol: 197.6

=====

(6)
This record from the Open Molecules 2025 dataset describes 2 unconnected molecules or ions with the total composition C4H9NO2S at a distorted geometry. The level of theory is the ωB97M-V functional and the def2-TZVPD basis.

```
17
Properties=species:S:1:pos:R:3:lowdin_charge:R:1
O -1.796 -0.804 1.023 0.0626
C -0.603 -0.450 0.724 -0.6425
N -0.442 0.657 -0.117 0.1514
C -1.511 1.432 -0.774 -0.1880
O -2.594 0.606 -1.203 -0.0596
C 0.556 -0.873 1.574 -0.0079
C 0.272 -1.624 0.224 0.0208
S 2.679 0.348 -0.455 0.3298
H 0.431 0.590 -0.645 -0.0113
H -1.867 2.263 -0.157 0.1334
H -1.065 1.804 -1.699 0.1333
H -2.627 -0.097 -0.469 0.0900
H 1.378 -0.177 1.558 0.0278
H 0.293 -1.337 2.523 0.1305
H 1.252 -1.565 -0.265 0.0265
H 0.017 -2.665 0.408 0.1211
H 3.825 0.756 -1.002 -0.3180
```

Output
Largest force on an atom in eV Å⁻¹: 6.26
Spin multiplicity: 1
Energy relative to the best compared isomer or geometry (same formula, charge and spin) in kJ/mol: 693.8

=====

(7)
This record from the Open Molecules 2025 dataset describes 2 unconnected molecules or ions with the total composition C6H16N3O at a distorted geometry. The level of theory is the ωB97M-V functional and the def2-TZVPD basis.

```
26
Properties=species:S:1:pos:R:3:lowdin_charge:R:1
C -4.311 -0.479 -0.839 0.1381
C 0.558 0.172 -0.181 -0.0228
C 2.000 -0.800 1.413 -0.0313
C 2.766 1.298 0.335 0.0096
C 2.688 -0.893 -1.002 -0.0308
C 1.954 -0.094 0.060 -0.5851
N -3.608 0.363 -0.077 -0.3949
N -4.208 1.159 0.850 0.1171
N -0.242 -0.373 -1.075 0.2341
O -2.443 0.711 -0.348 -0.1084
H -5.330 -0.590 -0.559 0.0810
H -3.970 -0.992 -1.694 0.0812
H 0.039 0.742 0.601 0.1601
H 3.037 -0.961 1.690 0.1043
H 1.665 -1.772 1.333 0.0731
H 1.539 -0.134 2.139 0.0979
H 3.798 0.839 0.469 0.1098
H 2.835 1.901 -0.577 0.0862
H 2.346 1.713 1.287 0.0992
H 2.021 -1.669 -1.494 0.0966
H 3.509 -1.411 -0.606 0.0769
H 2.832 -0.186 -1.851 0.1107
H -3.548 1.915 1.166 0.1461
H -4.732 0.635 1.600 0.1480
H -1.224 0.015 -0.911 0.0623
H 0.029 -1.108 -1.727 0.1408
```

Output
Largest force on an atom in eV Å⁻¹: 4.15
Spin multiplicity: 1
Total charge: +1
Energy relative to the best compared isomer or geometry (same formula, charge and spin) in kJ/mol: 407.9

=====

(8)
This record from the Open Molecules 2025 dataset describes 2 unconnected molecules or ions with the total composition C3H12NOS2. The level of theory is the ωB97M-V functional and the def2-TZVPD basis.

```
19
Properties=species:S:1:pos:R:3:lowdin_charge:R:1
N 1.241 1.506 -0.126 0.1700
C 0.282 0.385 -0.477 -0.1989
C -1.129 0.848 -0.181 -0.5700
S -2.354 -0.441 0.173 0.5257
S -2.452 -1.491 -1.565 0.4695
C -1.370 -2.906 -1.225 -0.4514
H 0.806 2.412 -0.302 0.1668
H 2.100 1.438 -0.659 0.1652
H 1.480 1.462 0.893 0.0959
H 0.532 -0.463 0.157 0.1208
H 0.435 0.199 -1.531 0.1278
H -1.130 1.480 0.719 0.0821
H -1.585 1.508 -0.920 0.0810
H -0.496 -2.587 -0.658 0.0150
H -0.991 -3.372 -2.110 0.0301
H -1.926 -3.654 -0.679 0.0326
H 2.357 0.476 3.000 0.0833
H 2.269 1.998 2.957 0.0810
O 1.929 1.201 2.532 -0.0267
```

Output
Largest force on an atom in eV Å⁻¹: 0.98
Spin multiplicity: 1
Total charge: +1
Energy relative to the best compared isomer or geometry (same formula, charge and spin) in kJ/mol: 34.9